Record 1
{"formula": "C78H201N11O34", "method": "the ωB97M-V functional and the def2-TZVPD basis", "largest_force_ev_per_a": 3.20, "gap_ha": 0.3163, "total_energy_ev": -170129.9569, "relative_energy_kcal_mol": 0.0, "homo_ev": -8.512, "species": ["C", "C", "O", "O", "H", "H", "H", "H", "H", "H", "C", "C", "O", "O", "H", "H", "H", "H", "H", "H", "C", "C", "O", "O", "H", "H", "H", "H", "H", "H", "C", "C", "O", "O", "H", "H", "H", "H", "H", "H", "C", "C", "O", "O", "H", "H", "H", "H", "H", "H", "C", "C", "O", "O", "H", "H", "H", "H", "H", "H", "C", "O", "C", "C", "N", "C", "C", "O", "C", "H", "H", "H", "H", "H", "H", "H", "H", "H", "H", "H", "H", "H", "H", "H", "C", "O", "C", "C", "N", "C", "C", "O", "C", "H", "H", "H", "H", "H", "H", "H", "H", "H", "H", "H", "H", "H", "H", "H", "C", "O", "C", "C", "N", "C", "C", "O", "C", "H", "H", "H", "H", "H", "H", "H", "H", "H", "H", "H", "H", "H", "H", "H", "C", "O", "C", "C", "N", "C", "C", "O", "C", "H", "H", "H", "H", "H", "H", "H", "H", "H", "H", "H", "H", "H", "H", "H", "C", "O", "C", "C", "N", "C", "C", "O", "C", "H", "H", "H", "H", "H", "H", "H", "H", "H", "H", "H", "H", "H", "H", "H", "C", "O", "C", "C", "N", "C", "C", "O", "C", "H", "H", "H", "H", "H", "H", "H", "H", "H", "H", "H", "H", "H", "H", "H", "C", "O", "C", "C", "N", "C", "C", "O", "C", "H", "H", "H", "H", "H", "H", "H", "H", "H", "H", "H", "H", "H", "H", "H", "C", "O", "C", "C", "N", "C", "C", "O", "C", "H", "H", "H", "H", "H", "H", "H", "H", "H", "H", "H", "H", "H", "H", "H", "C", "O", "C", "C", "N", "C", "C", "O", "C", "H", "H", "H", "H", "H", "H", "H", "H", "H", "H", "H", "H", "H", "H", "H", "C", "O", "C", "C", "N", "C", "C", "O", "C", "H", "H", "H", "H", "H", "H", "H", "H", "H", "H", "H", "H", "H", "H", "H", "C", "O", "C", "C", "N", "C", "C", "O", "C", "H", "H", "H", "H", "H", "H", "H", "H", "H", "H", "H", "H", "H", "H", "H"], "positions_angstrom": [[-7.843, 1.154, 1.325], [-7.680, -0.241, 1.924], [-8.618, -1.161, 1.294], [-7.553, 1.155, -0.039], [-7.106, 1.736, 1.854], [-8.854, 1.530, 1.473], [-7.978, -0.094, 2.905], [-6.675, -0.622, 1.802], [-8.088, -1.914, 0.961], [-8.063, 0.466, -0.421], [3.531, 4.887, 3.838], [2.461, 4.092, 4.592], [1.628, 4.950, 5.324], [4.376, 3.874, 3.253], [4.148, 5.443, 4.520], [3.094, 5.537, 3.059], [3.020, 3.296, 5.170], [1.868, 3.601, 3.826], [1.448, 4.513, 6.220], [4.716, 4.233, 2.376], [2.494, -4.363, -4.944], [3.126, -3.878, -3.684], [4.055, -2.848, -3.860], [1.925, -5.603, -4.613], [3.220, -4.546, -5.768], [1.702, -3.653, -5.114], [3.638, -4.637, -3.193], [2.370, -3.451, -3.043], [3.694, -1.977, -4.090], [1.032, -5.472, -4.175], [-3.157, -1.529, 5.237], [-3.171, -1.409, 3.750], [-2.307, -0.386, 3.295], [-4.159, -2.477, 5.473], [-3.342, -0.513, 5.663], [-2.171, -1.863, 5.618], [-4.219, -1.326, 3.381], [-2.794, -2.377, 3.349], [-1.689, -0.814, 2.626], [-4.058, -2.817, 6.347], [-2.919, -4.016, -3.030], [-1.442, -3.675, -3.409], [-0.664, -4.731, -3.941], [-3.538, -2.862, -2.457], [-3.012, -4.887, -2.416], [-3.515, -4.190, -3.935], [-0.908, -3.434, -2.526], [-1.459, -2.736, -3.940], [-0.999, -4.829, -4.871], [-3.017, -2.421, -1.793], [-0.778, -7.642, 2.692], [-1.478, -6.354, 2.197], [-1.155, -6.069, 0.830], [0.611, -7.540, 2.534], [-1.145, -8.500, 2.146], [-1.016, -7.703, 3.756], [-1.210, -5.455, 2.836], [-2.573, -6.558, 2.358], [-0.228, -5.871, 0.774], [0.954, -8.401, 2.804], [1.449, 2.011, 11.290], [1.608, 2.940, 10.207], [0.466, 3.692, 10.117], [0.401, 4.446, 8.829], [0.277, 3.579, 7.635], [-1.013, 2.947, 7.519], [-0.932, 2.099, 6.266], [-0.255, 0.924, 6.560], [0.143, 0.280, 5.379], [2.376, 1.437, 11.365], [0.629, 1.277, 11.028], [1.089, 2.507, 12.190], [0.350, 4.415, 10.979], [-0.381, 2.987, 10.116], [1.226, 5.119, 8.817], [-0.472, 5.149, 8.912], [0.918, 2.817, 7.634], [-1.786, 3.684, 7.469], [-1.255, 2.318, 8.385], [-0.366, 2.667, 5.559], [-1.927, 1.984, 5.910], [-0.574, 0.490, 4.551], [0.208, -0.845, 5.596], [1.165, 0.583, 5.061], [5.121, 0.598, 2.300], [5.103, -0.869, 2.357], [5.816, -1.373, 3.406], [6.155, -2.781, 3.133], [7.282, -2.697, 2.107], [7.735, -4.020, 1.707], [8.361, -4.858, 2.871], [9.316, -4.038, 3.491], [9.719, -4.594, 4.732], [4.547, 0.797, 1.428], [6.112, 0.982, 2.199], [4.614, 1.029, 3.102], [5.258, -1.255, 4.367], [6.781, -0.823, 3.584], [5.313, -3.264, 2.644], [6.350, -3.323, 4.095], [8.047, -2.284, 2.652], [8.576, -3.892, 1.037], [7.062, -4.581, 1.083], [8.641, -5.879, 2.393], [7.633, -5.099, 3.655], [10.468, -5.395, 4.538], [8.942, -4.914, 5.461], [10.265, -3.785, 5.212], [-1.937, 3.647, -8.838], [-2.772, 3.083, -7.800], [-2.201, 1.983, -7.140], [-3.130, 1.481, -6.106], [-2.529, 0.401, -5.368], [-3.639, -0.266, -4.641], [-4.330, 0.482, -3.567], [-5.337, 1.320, -4.043], [-5.808, 2.231, -3.119], [-1.988, 3.099, -9.787], [-0.941, 3.641, -8.359], [-2.378, 4.673, -9.014], [-1.155, 2.132, -6.748], [-2.077, 1.153, -7.903], [-4.036, 1.038, -6.549], [-3.556, 2.175, -5.425], [-1.848, 0.789, -4.691], [-3.167, -1.146, -4.205], [-4.378, -0.743, -5.332], [-3.562, 1.032, -2.975], [-4.813, -0.194, -2.859], [-6.219, 1.812, -2.229], [-6.509, 2.924, -3.562], [-4.981, 2.766, -2.741], [5.424, 3.910, -0.132], [5.162, 4.824, 0.937], [4.920, 6.160, 0.546], [3.583, 6.430, -0.038], [3.316, 5.946, -1.413], [2.217, 4.991, -1.626], [2.191, 4.419, -3.059], [2.065, 5.568, -3.914], [1.903, 5.371, -5.328], [5.310, 2.896, 0.307], [6.457, 4.093, -0.537], [4.712, 4.191, -0.948], [5.744, 6.493, -0.072], [4.995, 6.818, 1.444], [3.513, 7.509, 0.045], [2.815, 6.106, 0.643], [3.246, 6.644, -2.158], [1.316, 5.563, -1.531], [2.240, 4.241, -0.886], [1.404, 3.673, -3.091], [3.118, 3.904, -3.285], [1.084, 4.630, -5.562], [2.835, 5.015, -5.800], [1.595, 6.353, -5.720], [3.590, -0.031, 6.030], [3.153, -1.104, 5.223], [2.613, -2.204, 5.911], [3.578, -3.220, 6.354], [4.289, -2.906, 7.627], [5.109, -3.954, 8.135], [6.466, -3.996, 7.499], [6.571, -4.603, 6.216], [6.179, -5.927, 6.365], [4.282, 0.482, 5.428], [3.972, -0.358, 7.052], [2.894, 0.702, 6.263], [1.812, -2.630, 5.282], [2.094, -1.950, 6.830], [4.302, -3.340, 5.537], [3.018, -4.159, 6.396], [3.640, -2.674, 8.400], [4.606, -4.945, 7.997], [5.228, -3.829, 9.211], [7.198, -4.454, 8.141], [6.700, -2.939, 7.282], [5.071, -6.009, 6.579], [6.817, -6.411, 7.181], [6.458, -6.482, 5.447], [-6.180, -3.902, 1.769], [-6.251, -2.945, 0.739], [-6.387, -3.600, -0.542], [-6.902, -2.484, -1.453], [-6.742, -2.822, -2.858], [-7.387, -1.763, -3.710], [-7.490, -2.155, -5.132], [-8.387, -1.187, -5.840], [-7.685, -0.121, -6.373], [-7.092, -4.593, 1.807], [-6.010, -3.465, 2.734], [-5.307, -4.519, 1.613], [-7.103, -4.378, -0.316], [-5.422, -3.881, -0.930], [-6.376, -1.543, -1.215], [-7.948, -2.234, -1.205], [-5.701, -2.864, -2.987], [-6.927, -0.759, -3.602], [-8.391, -1.777, -3.314], [-7.952, -3.133, -5.261], [-6.505, -2.213, -5.659], [-6.791, -0.442, -6.972], [-7.437, 0.645, -5.589], [-8.247, 0.256, -7.196], [-3.468, -1.678, -8.393], [-2.703, -2.776, -8.244], [-1.531, -2.462, -7.535], [-0.619, -3.722, -7.476], [-1.169, -4.864, -6.702], [-0.617, -6.120, -7.090], [-1.047, -7.242, -6.193], [-2.470, -7.289, -6.395], [-3.078, -8.205, -5.498], [-3.676, -1.154, -7.443], [-4.432, -1.950, -8.775], [-2.966, -1.017, -9.121], [-1.762, -2.139, -6.499], [-1.066, -1.622, -8.132], [0.331, -3.345, -7.034], [-0.402, -4.129, -8.505], [-2.179, -4.907, -6.905], [0.475, -5.932, -6.910], [-0.846, -6.323, -8.127], [-0.720, -7.277, -5.114], [-0.592, -8.188, -6.636], [-2.576, -9.138, -5.452], [-4.078, -8.328, -5.979], [-3.144, -7.958, -4.421], [0.498, -0.547, -3.884], [-0.270, 0.579, -3.476], [0.182, 1.305, -2.332], [-0.804, 2.389, -1.916], [-0.922, 3.462, -2.854], [-1.559, 4.719, -2.477], [-1.555, 5.701, -3.659], [-1.952, 5.078, -4.866], [-3.340, 5.017, -5.140], [1.550, -0.389, -3.877], [0.205, -0.718, -4.896], [0.214, -1.464, -3.322], [1.150, 1.653, -2.563], [0.298, 0.637, -1.468], [-0.476, 2.818, -0.943], [-1.801, 1.929, -1.741], [-1.316, 3.171, -3.724], [-1.060, 5.187, -1.574], [-2.592, 4.485, -2.307], [-0.525, 6.074, -3.857], [-2.273, 6.493, -3.399], [-3.367, 4.418, -6.099], [-3.756, 6.046, -5.295], [-3.893, 4.455, -4.352], [-2.372, 3.294, 1.695], [-2.733, 4.085, 2.844], [-1.820, 5.131, 3.055], [-2.092, 5.689, 4.434], [-1.006, 6.603, 4.839], [-1.397, 7.107, 6.170], [-2.191, 8.392, 6.057], [-2.543, 8.818, 7.354], [-3.275, 10.019, 7.360], [-2.490, 3.914, 0.788], [-3.150, 2.550, 1.706], [-1.338, 2.854, 1.834], [-1.864, 5.915, 2.379], [-0.788, 4.767, 3.017], [-2.264, 4.800, 5.133], [-2.970, 6.294, 4.482], [-0.240, 6.021, 5.041], [-0.461, 7.472, 6.699], [-1.920, 6.346, 6.782], [-3.070, 8.284, 5.496], [-1.597, 9.203, 5.587], [-3.617, 10.274, 8.334], [-4.197, 9.895, 6.716], [-2.769, 10.813, 6.849], [3.882, -0.394, -1.529], [3.643, -0.123, -2.934], [4.209, 1.030, -3.523], [3.483, 1.371, -4.780], [3.554, 0.261, -5.739], [2.913, 0.271, -7.008], [3.628, -0.765, -7.883], [4.712, -0.198, -8.506], [5.734, -1.040, -8.909], [3.503, -1.368, -1.365], [3.508, 0.436, -0.914], [4.992, -0.457, -1.346], [5.260, 0.710, -3.682], [4.139, 1.808, -2.797], [3.912, 2.284, -5.242], [2.413, 1.551, -4.553], [4.522, -0.019, -5.838], [2.936, 1.283, -7.506], [1.820, 0.042, -6.925], [3.017, -1.238, -8.622], [3.877, -1.606, -7.181], [6.437, -0.439, -9.558], [5.451, -1.849, -9.588], [6.440, -1.416, -8.105], [-3.609, -0.681, -0.153], [-2.510, -1.552, -0.483], [-2.284, -2.648, 0.354], [-0.813, -2.765, 0.742], [-0.354, -1.595, 1.494], [1.060, -1.649, 1.934], [1.616, -0.243, 2.047], [1.731, 0.353, 0.751], [1.764, 1.785, 0.781], [-3.518, -0.496, 0.935], [-4.512, -1.225, -0.426], [-3.543, 0.246, -0.638], [-2.558, -3.593, -0.103], [-2.888, -2.499, 1.240], [-0.290, -2.825, -0.210], [-0.627, -3.672, 1.325], [-0.400, -0.837, 0.856], [1.781, -2.223, 1.284], [1.144, -2.120, 2.938], [2.617, -0.250, 2.495], [0.928, 0.395, 2.646], [1.910, 2.155, -0.244], [2.445, 2.155, 1.502], [0.805, 2.120, 1.152]]}

Record 2
{"formula": "C78H75NO3P2RhSTe", "method": "the ωB97M-V functional and the def2-TZVPD basis", "largest_force_ev_per_a": 2.95, "gap_ha": [0.1831, 0.1841], "total_energy_ev": -129444.5219, "homo_ev": [-6.389, -6.387], "multiplicity": 2, "species": ["Rh", "O", "S", "C", "C", "C", "C", "C", "C", "C", "C", "C", "C", "P", "C", "C", "C", "C", "C", "C", "C", "C", "C", "C", "C", "C", "C", "C", "C", "C", "C", "C", "C", "C", "C", "C", "C", "C", "P", "C", "C", "C", "C", "C", "C", "C", "C", "C", "C", "C", "C", "C", "C", "H", "H", "H", "H", "H", "H", "H", "H", "H", "H", "H", "H", "H", "H", "H", "H", "H", "H", "H", "H", "H", "H", "H", "H", "H", "H", "H", "H", "H", "H", "H", "H", "H", "H", "H", "H", "C", "O", "H", "H", "H", "C", "C", "C", "C", "C", "C", "Te", "N", "C", "O", "C", "C", "C", "C", "C", "C", "C", "C", "C", "C", "C", "C", "C", "C", "C", "C", "C", "C", "H", "H", "H", "H", "H", "H", "H", "H", "H", "H", "H", "H", "H", "H", "H", "H", "H", "H", "H", "H", "H", "H", "H", "H", "H", "H", "H", "C", "C", "C", "C", "H", "H", "H", "H", "H", "H", "H", "H", "H"], "positions_angstrom": [[-0.134, 0.358, 0.579], [-1.361, 1.572, 3.895], [-1.280, 1.751, 2.447], [-2.844, 2.565, 1.989], [-3.713, 2.715, 3.042], [-4.804, 3.599, 3.027], [-4.965, 4.380, 1.918], [-5.905, 5.516, 1.630], [-5.541, 5.982, 0.200], [-4.423, 5.076, -0.227], [-3.686, 5.030, -1.376], [-2.685, 4.055, -1.479], [-2.375, 3.155, -0.476], [-1.139, 1.893, -0.955], [0.155, 3.149, -1.466], [0.483, 3.497, -2.771], [1.458, 4.449, -3.019], [2.110, 5.077, -1.971], [1.783, 4.746, -0.665], [0.822, 3.784, -0.421], [-1.703, 1.346, -2.618], [-0.823, 0.583, -3.377], [-1.233, -0.011, -4.559], [-2.537, 0.138, -4.995], [-3.420, 0.898, -4.247], [-3.013, 1.492, -3.067], [-3.067, 3.234, 0.761], [-4.120, 4.177, 0.810], [-0.341, 3.429, 2.731], [-0.968, 4.639, 2.883], [-0.473, 5.677, 3.705], [0.641, 5.431, 4.451], [1.331, 6.221, 5.528], [2.424, 5.276, 6.078], [2.382, 4.076, 5.179], [3.137, 2.937, 5.143], [2.819, 1.967, 4.186], [1.750, 2.067, 3.311], [1.613, 0.684, 2.114], [3.272, 0.716, 1.343], [4.140, 1.800, 1.426], [5.355, 1.777, 0.765], [5.717, 0.679, 0.000], [4.845, -0.393, -0.117], [3.623, -0.362, 0.528], [1.761, -0.655, 3.361], [2.819, -1.554, 3.433], [2.823, -2.554, 4.391], [1.783, -2.657, 5.300], [0.732, -1.753, 5.242], [0.716, -0.762, 4.278], [0.904, 3.206, 3.378], [1.312, 4.205, 4.282], [-3.492, 2.168, 3.947], [-5.440, 3.697, 3.894], [-5.763, 6.319, 2.358], [-6.946, 5.193, 1.699], [-5.203, 7.021, 0.198], [-6.393, 5.917, -0.480], [-3.870, 5.703, -2.199], [-2.129, 4.004, -2.405], [-0.023, 3.024, -3.603], [1.709, 4.704, -4.039], [2.874, 5.814, -2.173], [2.289, 5.236, 0.155], [0.574, 3.506, 0.600], [0.192, 0.457, -3.031], [-0.537, -0.602, -5.136], [-2.864, -0.337, -5.908], [-4.442, 1.010, -4.573], [-3.721, 2.055, -2.480], [-1.916, 4.816, 2.401], [-1.028, 6.602, 3.784], [0.626, 6.519, 6.304], [1.772, 7.131, 5.119], [2.196, 4.970, 7.101], [3.411, 5.739, 6.086], [3.963, 2.774, 5.818], [3.441, 1.083, 4.136], [3.877, 2.667, 2.014], [6.028, 2.619, 0.854], [6.669, 0.665, -0.512], [5.122, -1.253, -0.711], [2.930, -1.188, 0.405], [3.648, -1.482, 2.745], [3.641, -3.261, 4.424], [1.798, -3.429, 6.058], [-0.088, -1.833, 5.943], [-0.114, -0.072, 4.224], [-3.131, -0.496, 2.312], [-1.843, -0.048, 2.103], [-3.326, -0.528, 3.393], [-3.246, -1.498, 1.888], [-3.869, 0.164, 1.840], [4.810, -6.441, -4.357], [3.705, -5.683, -3.680], [2.760, -4.977, -4.405], [1.784, -4.210, -3.776], [0.807, -3.469, -4.643], [1.728, -4.155, -2.386], [0.434, -2.661, -1.276], [-1.181, -1.189, -0.690], [-2.361, -0.731, -0.898], [-2.719, 0.429, -0.474], [-3.389, -1.470, -1.685], [-3.042, -2.421, -2.634], [-4.015, -3.013, -3.417], [-5.347, -2.672, -3.246], [-5.699, -1.716, -2.306], [-4.724, -1.111, -1.536], [-0.618, -4.176, -0.217], [-1.225, -5.248, -0.866], [-1.177, -5.457, -2.347], [-1.891, -6.209, -0.113], [-1.961, -6.138, 1.266], [-2.642, -7.198, 2.075], [-1.357, -5.056, 1.893], [-0.690, -4.073, 1.175], [-0.017, -2.968, 1.921], [2.651, -4.896, -1.643], [2.625, -4.879, -0.144], [3.622, -5.641, -2.295], [4.690, -6.423, -5.438], [4.832, -7.478, -4.025], [5.774, -5.994, -4.109], [2.785, -5.009, -5.486], [0.076, -4.158, -5.063], [1.323, -2.991, -5.473], [0.283, -2.707, -4.066], [-1.998, -2.665, -2.781], [-3.736, -3.731, -4.175], [-6.113, -3.141, -3.849], [-6.734, -1.431, -2.185], [-4.984, -0.351, -0.814], [-0.989, -4.526, -2.875], [-2.124, -5.873, -2.686], [-0.386, -6.162, -2.607], [-2.361, -7.033, -0.633], [-3.003, -7.999, 1.435], [-3.483, -6.773, 2.621], [-1.944, -7.618, 2.797], [-1.398, -4.979, 2.971], [-0.162, -3.088, 2.993], [-0.418, -1.985, 1.639], [1.057, -2.967, 1.722], [2.858, -3.878, 0.224], [3.359, -5.572, 0.259], [1.639, -5.161, 0.220], [4.343, -6.192, -1.707], [3.176, -0.590, -3.457], [2.931, 0.880, -3.084], [4.189, 1.732, -3.265], [2.401, 1.017, -1.712], [3.424, -0.687, -4.513], [2.280, -1.178, -3.254], [3.990, -1.000, -2.865], [2.182, 1.265, -3.801], [4.946, 1.434, -2.542], [3.952, 2.781, -3.099], [4.598, 1.624, -4.270], [2.693, 1.845, -1.098], [1.647, 0.336, -1.330]]}